The following is a DFT calculation (ωB97M-V/def2-TZVPD) of 8 unconnected molecules or ions with the total composition C24H68N4O8.

Summary:
- SMILES = COC[C@H](C)N.COC[C@H](C)N.COC[C@H](C)N.COC[C@H](C)N.CCO.CCO.CCO.CCO
- LUMO energy (hartree) = 0.0110
- energy (eV) = -48327.49383
- HOMO (eV) = -9.26
- gap between HOMO and LUMO (eV) = 9.56

Last column: Löwdin charge in e.
Positions of all 104 atoms, in Å:
C: 2.402 -4.975 0.209  -0.1166
O: 3.274 -5.944 -0.286  -0.1583
C: 4.480 -5.431 -0.768  -0.2257
C: 5.217 -6.555 -1.493  -0.4319
C: 5.581 -7.735 -0.565  -0.0605
N: 6.409 -6.056 -2.180  0.0259
H: 2.727 -4.402 1.087  0.0950
H: 1.449 -5.434 0.467  0.0911
H: 2.154 -4.196 -0.525  0.0731
H: 4.343 -4.629 -1.503  0.1105
H: 5.147 -5.051 0.017  0.1313
H: 4.568 -6.930 -2.288  0.1401
H: 6.353 -7.448 0.151  0.0761
H: 5.936 -8.574 -1.166  0.0721
H: 4.719 -8.113 -0.007  0.0737
H: 7.165 -5.915 -1.512  0.0698
H: 6.753 -6.819 -2.755  0.0696
C: 0.872 0.656 4.355  -0.1010
O: 0.629 0.630 5.751  -0.1957
C: -0.617 0.058 6.069  -0.2257
C: -1.063 0.465 7.481  -0.4267
C: 0.028 0.178 8.509  -0.0627
N: -2.274 -0.270 7.891  0.0214
H: 0.106 1.237 3.822  0.0726
H: 0.877 -0.377 3.992  0.0892
H: 1.784 1.229 4.196  0.0919
H: -1.401 0.292 5.339  0.1186
H: -0.490 -1.038 6.101  0.1300
H: -1.367 1.513 7.490  0.1337
H: -0.228 0.677 9.444  0.0779
H: 0.974 0.567 8.130  0.0730
H: 0.192 -0.874 8.750  0.0786
H: -2.892 -0.454 7.106  0.0631
H: -2.019 -1.177 8.266  0.0604
C: -6.213 -0.059 -4.077  -0.1129
O: -5.745 -0.929 -5.094  -0.1920
C: -4.337 -1.111 -5.096  -0.2003
C: -3.798 -1.867 -3.869  -0.4647
C: -2.367 -2.357 -3.987  -0.0656
N: -4.685 -2.924 -3.391  0.0473
H: -6.099 0.992 -4.373  0.0876
H: -5.651 -0.126 -3.141  0.0743
H: -7.267 -0.265 -3.910  0.0895
H: -4.214 -1.761 -5.975  0.1275
H: -3.751 -0.224 -5.368  0.1254
H: -3.769 -1.143 -3.044  0.1109
H: -2.014 -2.776 -3.049  0.0762
H: -1.721 -1.509 -4.242  0.0759
H: -2.187 -3.054 -4.811  0.0777
H: -5.639 -2.584 -3.327  0.0606
H: -4.749 -3.652 -4.102  0.0801
C: -2.172 2.155 -2.347  -0.1069
O: -0.910 1.545 -2.177  -0.1939
C: -0.723 1.075 -0.848  -0.1946
C: 0.452 0.111 -0.860  -0.4135
C: 0.707 -0.540 0.490  -0.0536
N: 1.682 0.833 -1.230  0.0520
H: -2.949 1.404 -2.536  0.0756
H: -2.083 2.674 -3.305  0.0898
H: -2.461 2.859 -1.566  0.0791
H: -0.611 1.879 -0.117  0.1285
H: -1.620 0.505 -0.575  0.1180
H: 0.349 -0.686 -1.608  0.1400
H: -0.267 -0.860 0.885  0.0814
H: 1.211 0.149 1.164  0.0799
H: 1.195 -1.511 0.411  0.0634
H: 1.572 1.054 -2.219  0.0831
H: 2.410 0.130 -1.141  0.0493
C: 4.752 -0.529 0.444  -0.0826
C: 4.817 -1.616 -0.621  -0.2903
O: 3.490 -1.937 -1.044  -0.1110
H: 4.336 0.421 0.108  0.0663
H: 5.781 -0.358 0.778  0.0770
H: 4.229 -0.822 1.355  0.0755
H: 5.211 -2.476 -0.068  0.0987
H: 5.439 -1.352 -1.475  0.1148
H: 3.473 -2.775 -1.512  0.0481
C: -2.214 3.260 2.759  -0.0816
C: -3.518 2.710 2.216  -0.3133
O: -3.222 1.364 1.829  -0.0979
H: -2.064 2.682 3.679  0.0644
H: -2.155 4.328 2.952  0.0750
H: -1.358 2.991 2.140  0.0634
H: -3.836 3.267 1.323  0.0995
H: -4.353 2.750 2.919  0.1085
H: -3.959 1.009 1.324  0.0800
C: 1.296 4.862 -2.596  -0.0925
C: 2.587 4.094 -2.371  -0.3126
O: 2.603 3.649 -1.006  -0.1226
H: 1.220 5.154 -3.651  0.0721
H: 1.294 5.795 -2.029  0.0695
H: 0.433 4.274 -2.291  0.0582
H: 3.507 4.664 -2.499  0.1067
H: 2.575 3.219 -3.032  0.0993
H: 2.228 2.751 -0.984  0.0178
C: -2.383 6.456 -0.474  -0.0944
C: -3.152 6.873 -1.703  -0.3361
O: -3.231 8.280 -1.866  -0.0721
H: -2.312 5.367 -0.391  0.0560
H: -2.896 6.731 0.454  0.0717
H: -1.380 6.877 -0.410  0.0767
H: -4.151 6.419 -1.665  0.1072
H: -2.723 6.455 -2.614  0.1095
H: -3.728 8.624 -1.116  0.0816